--- 1 ---
The following is a DFT calculation (the ωB97M-V functional and the def2-TZVPD basis) of a structure of composition C5H10NS.

Element x y z (Å)
C1 0.858 -0.099 0.611
C2 1.987 -0.661 0.380
C3 -3.085 -0.905 -0.680
C4 -0.945 1.569 -0.465
C5 3.413 -0.163 0.480
N1 -2.397 -0.604 0.329
S1 -0.543 0.504 0.980
H1 1.869 -1.735 0.047
H2 -3.756 -1.776 -0.622
H3 -2.955 -0.449 -1.578
H4 -0.364 1.494 -1.365
H5 -0.830 2.520 -0.138
H6 3.745 -0.121 1.577
H7 3.550 0.922 -0.008
H8 4.084 -0.735 -0.029
H9 -2.556 -1.199 1.117
H10 -2.076 1.437 -0.637

Summary:
Orbital gap ... 0.35751 hartree
HOMO energy ... -13.825 eV
Total charge ... +1

***

--- 2 ---
The following is a DFT calculation (the ωB97M-V functional and the def2-TZVPD basis) of the ion C5H10NS with charge +1.

Element x y z (Å)
C1 1.634 0.321 0.778
C2 1.763 -1.147 0.277
S1 0.089 -1.857 0.389
C3 -0.670 -0.047 0.001
C4 0.446 0.979 0.182
C5 -1.612 -0.134 -1.226
N1 -2.163 0.230 0.140
H1 2.569 0.743 0.592
H2 1.509 0.350 1.842
H3 2.079 -1.137 -0.760
H4 2.462 -1.632 0.873
H5 0.034 1.888 0.771
H6 0.647 1.273 -0.831
H7 -1.595 0.620 -2.044
H8 -1.757 -1.104 -1.647
H9 -2.593 1.216 0.182
H10 -2.841 -0.563 0.478

Summary:
Orbital gap ... 0.34904 hartree
HOMO energy ... -13.101 eV
SMILES ... C1CS[C@@]2(C1)C[NH2+]2
Total charge ... +1

***

Which of them is the most stable, and which is the least stable? 2 and 1, in that order.

***

--- 1 ---
The following is a DFT calculation (the ωB97M-V functional and the def2-TZVPD basis) of the ion C5H10NS with charge +1.

Element x y z (Å)
C1 -1.035 0.088 -0.944
C2 1.126 -0.986 0.191
C3 0.309 -2.101 -0.585
C4 -1.809 1.309 -0.811
C5 0.758 1.147 1.219
N1 0.247 -0.088 0.814
S1 -0.849 -1.329 -1.719
H1 1.575 -1.595 1.184
H2 1.919 -0.660 -0.479
H3 0.917 -2.755 -1.036
H4 -0.333 -2.600 0.214
H5 -2.012 1.354 0.248
H6 -2.615 1.355 -1.448
H7 -1.186 2.164 -1.008
H8 1.377 1.808 0.356
H9 1.560 1.065 2.017
H10 0.051 1.822 1.786

Summary:
Orbital gap (alpha / beta) ... 0.29910 / 0.29877 hartree
HOMO energy (alpha / beta) ... -13.513 / -13.508 eV
Total charge ... +1

***

--- 2 ---
The following is a DFT calculation (the ωB97M-V functional and the def2-TZVPD basis) of a cluster of 2 separate species, C5H10NS in total.

Element x y z (Å)
C1 -1.253 1.607 -0.281
C2 -1.269 0.864 1.053
C3 -0.027 -2.378 -0.468
C4 0.406 -1.064 -0.978
C5 -0.029 1.313 0.440
N1 1.194 1.737 0.506
S1 1.848 -2.148 -0.736
H1 -1.282 1.035 -1.221
H2 -1.658 2.716 -0.275
H3 -1.655 1.406 1.875
H4 -1.539 -0.094 1.235
H5 -0.135 -2.430 0.529
H6 -0.375 -3.186 -1.122
H7 0.281 -0.986 -2.022
H8 1.415 2.542 -0.081
H9 2.064 -2.303 0.611
H10 2.014 1.370 0.932

Summary:
Orbital gap ... 0.28490 hartree
HOMO energy ... -11.839 eV
Total charge ... +1

***

Which of them is the most stable, and which is the least stable? 1 and 2, in that order.

***

--- 1 ---
The following is a DFT calculation (the ωB97M-V functional and the def2-TZVPD basis) of a cluster of 2 separate species, C3H5N3S in total.

Element x y z (Å)
C1 -0.905 0.011 0.058
C2 0.894 0.505 -1.196
C3 0.301 -0.477 -0.343
H1 -1.721 0.173 2.475
H2 -1.000 -1.645 1.114
H3 0.101 2.452 -1.382
H4 2.051 0.468 -1.482
H5 2.060 -1.316 1.229
N1 -1.783 -0.748 0.976
N2 -1.263 1.054 -0.543
N3 -0.019 1.390 -1.199
S1 1.285 -1.866 0.294

Summary:
Orbital gap ... 0.31127 hartree
HOMO energy ... -9.045 eV

***

--- 2 ---
The following is a DFT calculation (the ωB97M-V functional and the def2-TZVPD basis) of the molecule C3H5N3S.

Element x y z (Å)
H1 0.627 -1.997 -1.592
N1 0.610 -2.021 -0.550
C1 0.133 -0.945 -0.067
C2 -0.067 -0.593 1.328
C3 -0.463 0.680 1.393
N2 -0.496 1.286 0.138
N3 -0.312 0.224 -0.788
S1 0.331 0.629 -2.291
H2 0.134 -1.254 2.156
H3 -0.723 1.279 2.262
H4 -1.367 1.766 -0.071
H5 1.593 0.945 -1.917

Summary:
Orbital gap ... 0.33544 hartree
HOMO energy ... -8.414 eV
SMILES ... [H]/N=c1/cc[nH]n1S

***

Which of them is the most stable, and which is the least stable? 2 and 1, in that order.